Entry 1:
176
Properties=species:S:1:pos:R:3:lowdin_charge:R:1 method="wB97M-V/def2-TZVPD" orbital_gap_ev=7.78 total_energy_ha=-3620.583877 charge=0
C -2.3037 -4.7897 -4.6945 -0.1164
C -2.1095 -4.7330 -6.1472 -0.3420
O -1.8866 -6.0572 -6.5259 -0.0903
H -1.5443 -4.1889 -4.1940 0.0779
H -2.7461 -5.6940 -4.2768 0.0901
H -3.1604 -4.1659 -4.4394 0.0661
H -1.1133 -4.3084 -6.2714 0.1074
H -2.9168 -4.2247 -6.6744 0.1227
H -1.1650 -6.4187 -6.0061 0.0835
C -4.5447 3.4276 -1.6112 -0.1181
C -5.6971 3.6881 -2.4872 -0.3502
O -6.8138 4.0045 -1.6725 -0.0620
H -4.7509 2.5918 -0.9426 0.0753
H -4.1415 4.3176 -1.1280 0.0821
H -3.7538 2.9543 -2.1930 0.0730
H -5.8039 2.8265 -3.1462 0.1152
H -5.3389 4.4631 -3.1647 0.1016
H -6.6470 4.8669 -1.2852 0.0820
C 6.5113 5.5339 2.0603 -0.7292
O 6.7601 6.5299 2.7410 0.0210
N 6.4288 5.6542 0.7233 0.1351
N 6.3146 4.2654 2.3794 0.1579
H 6.7122 4.9149 0.0963 0.0985
H 6.7425 6.6080 0.6139 0.1042
H 5.7940 3.6745 1.7471 0.1051
H 6.2214 3.9787 3.3434 0.1069
C 3.8651 4.1445 -2.7482 -0.8094
O 3.7820 5.2937 -3.2109 -0.0055
N 4.9710 3.5602 -2.5538 0.1677
N 2.8879 3.3311 -2.5298 0.1767
H 5.7761 3.9874 -2.9891 0.1301
H 4.8680 2.5924 -2.2840 0.0936
H 3.0081 2.5095 -1.9548 0.1056
H 1.9172 3.5947 -2.6214 0.1169
C 3.2076 -1.3704 7.1529 -0.8053
O 2.3659 -0.6447 6.5554 -0.0237
N 4.1255 -1.9732 6.5048 0.1652
N 3.1507 -1.6369 8.4012 0.1731
H 4.0365 -1.7934 5.5149 0.1245
H 4.9119 -2.3773 6.9930 0.1180
H 2.3354 -1.2607 8.8638 0.1305
H 3.6689 -2.4377 8.7332 0.1173
C 6.1037 3.4797 7.2777 -0.7863
O 5.3057 4.3597 7.4770 0.0620
N 5.8662 2.3894 6.5868 0.1423
N 7.3778 3.4381 7.6153 0.1455
H 4.8816 2.2495 6.4108 0.1163
H 6.5856 1.7790 6.2264 0.1036
H 7.7601 4.3280 7.9018 0.1161
H 7.9972 2.6939 7.3278 0.1027
C -0.9725 6.3162 -3.5986 -0.8050
O -0.8789 5.1728 -3.1151 -0.0125
N 0.0289 7.0250 -3.8714 0.1822
N -2.1122 6.8789 -3.8774 0.1638
H 0.8913 6.5095 -3.9748 0.1267
H 0.0106 7.9749 -4.2142 0.1234
H -2.1647 7.7491 -4.3874 0.1093
H -2.9698 6.3478 -3.8272 0.1110
C -4.9618 0.1178 3.8936 -0.7872
O -4.3186 -0.6007 3.1079 -0.0105
N -4.9562 -0.1330 5.1553 0.1616
N -5.6475 1.1733 3.6166 0.1655
H -5.6088 0.4063 5.7060 0.1141
H -4.3915 -0.9038 5.4825 0.1272
H -6.0315 1.5357 2.7556 0.1252
H -5.7136 1.8600 4.3543 0.1108
C 6.3205 -3.3992 2.1331 -0.8500
O 6.7016 -2.2857 2.0652 0.0755
N 7.0629 -4.4314 2.4272 0.1499
N 5.1551 -3.8624 1.8989 0.1626
H 8.0441 -4.4448 2.6662 0.1206
H 6.5512 -5.2294 2.7756 0.1003
H 4.9109 -4.8098 2.1496 0.1168
H 4.4435 -3.1672 1.7243 0.1260
C -0.2616 -0.1162 -2.2101 -0.0572
C -0.6177 -0.6516 -0.8335 -0.4662
C -0.2986 0.1680 0.3665 -0.2292
O 1.0914 0.3553 0.4066 -0.2009
C 1.6217 0.8807 1.6594 -0.0621
N -2.0424 -0.9216 -0.8976 0.0343
H -0.3446 -0.7380 -3.1014 0.0730
H 0.7749 0.2122 -2.1331 0.0653
H -0.9288 0.6698 -2.5638 0.0741
H -0.1562 -1.6366 -0.7636 0.1377
H -0.6838 -0.4201 1.1995 0.1335
H -0.7701 1.1402 0.2226 0.1373
H 2.0836 0.1960 2.3707 0.0777
H 0.8205 1.4785 2.0939 0.0858
H 2.4424 1.5351 1.3656 0.0723
H -2.5149 -0.0483 -1.0825 0.0612
H -2.3822 -1.1663 0.0215 0.0641
C -3.9807 0.4582 -7.9722 -0.0699
C -5.4579 0.8380 -7.8193 -0.4099
C -5.9809 1.6221 -9.0797 -0.1589
O -5.0111 2.6279 -9.5549 -0.2117
C -5.5185 3.2857 -10.7219 -0.1154
N -6.2336 -0.3889 -7.5510 0.0179
H -3.3308 1.3211 -8.1177 0.0698
H -3.8016 -0.1587 -8.8528 0.0827
H -3.5441 0.0350 -7.0676 0.0706
H -5.5918 1.4677 -6.9397 0.1218
H -7.0279 1.9190 -9.0185 0.1150
H -5.9886 0.9801 -9.9605 0.1107
H -4.6871 3.8607 -11.1297 0.0851
H -6.2727 3.9876 -10.3663 0.0828
H -5.9193 2.6466 -11.5086 0.0833
H -7.2245 -0.2357 -7.4296 0.0621
H -5.9317 -0.7792 -6.6697 0.0644
C -7.1924 -6.2181 2.7979 -0.0946
C -6.7462 -4.9283 3.2751 -0.4243
C -6.2866 -5.0072 4.8112 -0.1265
O -7.4957 -4.9200 5.6498 -0.1870
C -7.2699 -3.9239 6.5839 -0.1718
N -5.6548 -4.4585 2.4258 0.0248
H -6.3403 -6.8705 2.6073 0.0792
H -7.7185 -6.2602 1.8442 0.0804
H -7.9643 -6.5342 3.4995 0.0869
H -7.4713 -4.1486 3.0417 0.1475
H -5.6882 -4.0973 4.8574 0.0909
H -5.6560 -5.7623 5.2806 0.1256
H -6.4015 -4.1606 7.1986 0.0803
H -8.0878 -3.8501 7.3006 0.0874
H -7.0357 -2.9438 6.1685 0.0768
H -5.3966 -3.4825 2.3989 0.0612
H -4.7826 -4.9487 2.2878 0.0610
C -2.2969 -10.1859 3.9688 -0.0868
C -3.2544 -9.2916 3.1913 -0.3627
C -2.6239 -8.3615 1.9957 -0.1833
O -2.4244 -7.0453 2.3266 -0.2107
C -1.5690 -6.2487 1.5975 -0.1187
N -4.2017 -10.2972 2.7016 -0.0073
H -2.8716 -10.6853 4.7488 0.0713
H -1.6519 -9.4730 4.4826 0.0692
H -1.7154 -10.9414 3.4404 0.0800
H -3.8770 -8.6026 3.7621 0.1230
H -3.2938 -8.2410 1.1444 0.1137
H -1.7563 -8.8331 1.5341 0.1170
H -0.5495 -6.4268 1.9396 0.0869
H -1.8140 -5.1902 1.6845 0.0893
H -1.6554 -6.5226 0.5460 0.0871
H -4.6407 -10.2039 1.7968 0.0606
H -4.9816 -10.4235 3.3308 0.0675
C 5.6099 -1.0171 -3.9374 -0.0761
C 6.1548 -1.1793 -2.5785 -0.4672
C 7.7148 -0.9901 -2.6846 -0.2219
O 8.4307 -1.7910 -3.5549 -0.1871
C 8.3121 -3.1941 -3.2498 -0.0851
N 5.5086 -0.2801 -1.6225 0.0474
H 6.1944 -1.4381 -4.7555 0.0879
H 5.3622 0.0135 -4.1915 0.0835
H 4.6464 -1.5263 -3.9178 0.0798
H 5.8544 -2.1603 -2.2103 0.1243
H 8.2117 -0.9070 -1.7180 0.1203
H 7.8742 -0.0471 -3.2077 0.1289
H 8.8325 -3.7147 -4.0537 0.0873
H 7.3476 -3.6325 -3.5061 0.0772
H 8.6195 -3.3614 -2.2176 0.0947
H 4.6261 -0.7705 -1.5928 0.0694
H 5.9618 -0.5352 -0.7567 0.0644
C 3.8052 9.6467 0.9672 -0.0757
C 2.7536 8.8825 1.7740 -0.4247
C 2.1799 7.6568 0.9584 -0.1507
O 1.2646 7.0311 1.9061 -0.2072
C 0.5767 5.9553 1.2360 -0.1086
N 3.3598 8.6485 3.0704 0.0265
H 4.2768 10.5290 1.3999 0.0719
H 3.3228 9.8711 0.0158 0.0692
H 4.6647 8.9853 0.8587 0.0694
H 1.8777 9.4123 2.1485 0.1285
H 2.9555 6.9207 0.7467 0.1128
H 1.6355 7.8277 0.0297 0.1183
H 0.1570 5.1325 1.8148 0.0753
H 1.2828 5.4150 0.6054 0.0725
H -0.2559 6.3862 0.6799 0.0832
H 3.5942 9.5289 3.5065 0.0736
H 4.1270 8.0102 2.9154 0.0613

=====

Entry 2:
31
Properties=species:S:1:pos:R:3:lowdin_charge:R:1 method="wB97M-V/def2-TZVPD" orbital_gap_ev=10.31 e_above_lowest_ev=4.2783 total_energy_ha=-764.626617 charge=+1
O 0.1621 0.6756 -0.0777 0.3005
H 1.0558 0.7668 -0.2923 0.0784
H -0.0084 -0.1297 0.5490 0.1451
H -0.4989 0.3841 -0.5985 0.0175
O -2.6693 0.6913 1.2543 -0.0449
H -2.9194 -0.2033 1.0383 0.0043
H -3.3871 1.3353 1.3769 0.0915
O 0.3315 -1.1805 1.9289 0.1073
H 0.7994 -1.7441 2.4945 0.0815
H -0.3015 -1.0675 2.4488 -0.0593
O -0.9555 2.0468 2.8368 -0.0761
H -0.2998 1.3901 3.1824 0.0438
H -1.5457 1.4597 2.3487 -0.0457
O 1.9142 0.7041 -2.6939 -0.0256
H 2.6370 1.3086 -2.5597 0.0420
H 2.2519 0.0492 -3.3099 0.0582
O 2.5289 2.3217 0.6680 -0.0416
H 2.7720 2.6758 1.5166 0.0439
H 3.3279 2.3884 0.1079 0.0584
O -1.3784 0.7109 -2.2642 0.0453
H -2.0978 1.2051 -1.9346 0.0559
H -1.5021 0.2683 -3.0329 0.0117
O -0.3417 -2.2691 -0.9332 -0.0805
H -0.9567 -2.1267 -1.7342 0.1229
H -0.5170 -2.8860 -0.1742 0.0889
O 3.4163 -0.6125 -0.4132 0.0103
H 3.5590 -0.2711 -1.2178 -0.0581
H 2.7264 -1.2623 -0.5821 0.0440
O -2.7950 -2.0042 0.2588 -0.0774
H -3.4900 -2.5307 -0.0167 0.0106
H -1.8178 -2.0941 -0.1747 0.0474

=====

Entry 3:
11
Properties=species:S:1:pos:R:3:lowdin_charge:R:1 method="wB97M-V/def2-TZVPD" orbital_gap_ev=10.80 smiles="C=CO[C@H]1NO1" e_above_lowest_ev=4.3028 total_energy_ha=-322.416210 charge=0
C -1.4641 -1.0355 0.1406 0.0520
C -1.3448 0.2525 -0.1624 -0.1934
O -0.3071 1.0301 0.3316 -0.0221
C 0.9149 0.6221 -0.1482 -0.4734
N 1.9535 0.4832 0.8018 0.1353
O 1.3264 -0.6665 0.1021 -0.0160
H -0.7818 -1.5060 0.8357 0.0705
H -2.2505 -1.6375 -0.2927 0.0615
H -2.0306 0.8032 -0.8002 0.1135
H 1.1270 1.0195 -1.1430 0.1648
H 2.8570 0.6349 0.3347 0.1073